(1)
Molecular formula: C19H20N6O4S
Method: DFT, the ωB97M-V functional and the def2-TZVPD basis

## Properties
Maximum force = 1.36 eV Å⁻¹
LUMO energy = -0.5 eV
HOMO = -9.118 eV
Orbital gap = 8.572 eV
SMILES = CCN(CC)S(=O)(=O)c1ccc2nnn(OCC(=O)Nc3cccc(C#N)c3)c2c1

```
50
Properties=species:S:1:pos:R:3:forces:R:3:nbo_charge:R:1
C -5.4327 0.0991 2.8955 -0.159 -0.134 -0.195 -0.621
C -6.1478 -0.3162 1.6108 -0.220 0.511 0.366 -0.218
N -5.2850 -0.9285 0.6323 -0.039 0.447 -1.093 -0.704
C -4.8086 -2.2800 0.7963 0.526 -0.480 -0.091 -0.224
C -3.4365 -2.3702 1.4640 -0.254 -0.071 -0.050 -0.617
S -4.9497 -0.1384 -0.7749 0.078 -0.078 0.354 2.348
O -5.9271 0.8900 -0.9691 0.121 0.115 0.224 -0.933
O -4.7256 -1.1059 -1.8074 0.252 -0.083 0.160 -0.939
C -3.3748 0.6673 -0.4410 -0.264 -0.422 -0.406 -0.301
C -3.3803 1.8427 0.3195 -0.022 0.353 0.196 -0.209
C -2.2147 2.4951 0.6423 -0.027 -0.161 -0.073 -0.195
C -1.0239 1.9311 0.1754 -0.302 -1.130 -0.687 0.123
N 0.2752 2.3157 0.3096 0.013 0.758 0.474 -0.212
N 1.0120 1.4920 -0.3088 0.896 -0.321 -0.500 -0.060
N 0.2711 0.5344 -0.8690 -0.611 -0.059 0.397 0.087
O 0.8248 -0.4397 -1.6365 -0.112 0.573 -0.285 -0.317
C 1.3579 -1.5490 -0.9138 0.184 -0.561 0.449 -0.171
C 2.8351 -1.4420 -0.4841 -0.465 0.252 -0.223 0.650
O 3.4405 -2.4565 -0.2232 -0.003 -0.245 0.033 -0.597
N 3.3145 -0.1822 -0.4271 -0.081 0.408 -0.134 -0.641
C 4.6042 0.2354 -0.0848 0.335 -0.008 0.111 0.233
C 4.8130 1.6088 0.0510 0.063 -0.118 0.016 -0.231
C 6.0652 2.0979 0.3735 -0.064 -0.029 -0.024 -0.195
C 7.1267 1.2323 0.5645 0.058 -0.165 0.009 -0.181
C 6.9173 -0.1399 0.4301 -0.706 0.753 -0.123 -0.153
C 8.0003 -1.0306 0.6234 0.390 -0.314 0.069 0.275
N 8.8895 -1.7359 0.7820 0.293 -0.251 0.053 -0.298
C 5.6601 -0.6463 0.1063 0.088 -0.092 0.019 -0.222
C -1.0463 0.7455 -0.6039 -0.090 0.594 0.420 0.066
C -2.2285 0.0906 -0.9275 -0.131 -0.134 -0.197 -0.217
H -4.5449 0.6844 2.6683 0.090 0.059 0.023 0.208
H -5.1391 -0.7715 3.4761 0.075 -0.044 0.108 0.204
H -6.1029 0.7020 3.5027 -0.046 0.051 0.120 0.219
H -6.9663 -1.0052 1.8524 0.045 0.060 -0.128 0.193
H -6.5746 0.5581 1.1176 -0.161 -0.096 0.232 0.237
H -5.5453 -2.8418 1.3780 -0.052 0.094 -0.099 0.200
H -4.7522 -2.7126 -0.2051 -0.081 -0.193 0.223 0.233
H -2.7008 -1.8153 0.8875 0.103 0.002 -0.003 0.202
H -3.1270 -3.4110 1.5145 0.097 -0.105 0.035 0.217
H -3.4600 -1.9661 2.4719 0.050 0.039 0.102 0.207
H -4.3392 2.2327 0.6210 -0.073 0.156 0.095 0.242
H -2.2002 3.4043 1.2197 -0.047 0.118 0.072 0.239
H 0.7518 -1.7689 -0.0269 0.038 0.087 -0.119 0.211
H 1.2796 -2.3966 -1.5990 0.059 0.147 0.098 0.235
H 2.6641 0.5895 -0.5774 0.161 -0.336 0.046 0.428
H 3.9846 2.2871 -0.0936 -0.088 0.077 -0.018 0.221
H 6.2136 3.1620 0.4764 0.002 0.077 0.006 0.223
H 8.1084 1.6041 0.8153 0.054 0.011 0.016 0.228
H 5.5110 -1.7091 0.0088 -0.007 0.006 0.004 0.267
H -2.2712 -0.7968 -1.5374 0.032 -0.117 -0.085 0.261
```
Forces are in eV/Å.



(2)
Molecular formula: C19H20O5
Method: DFT, the ωB97M-V functional and the def2-TZVPD basis

## Properties
Maximum force = 0.84 eV Å⁻¹
LUMO energy = 0.1 eV
HOMO = -8.051 eV
Orbital gap = 8.145 eV
SMILES = CCOc1cc(/C=C/C(=O)O)ccc1OCCOc1ccccc1

```
44
Properties=species:S:1:pos:R:3:forces:R:3:nbo_charge:R:1
C 3.0616 0.6736 -2.0789 -0.301 0.021 0.333 -0.620
C 2.2389 1.1189 -0.8814 0.282 0.258 -0.162 -0.062
O 1.3898 0.0484 -0.5186 -0.185 -0.205 0.103 -0.501
C 0.6181 0.1806 0.5888 -0.075 -0.292 -0.056 0.339
C 0.5534 1.3038 1.3884 -0.034 0.003 0.036 -0.272
C -0.2571 1.3492 2.5338 -0.099 -0.750 -0.320 -0.110
C -0.2716 2.5629 3.3173 -0.230 0.491 0.640 -0.089
C -0.9677 2.7904 4.4420 0.251 -0.204 -0.482 -0.332
C -0.9190 4.0557 5.1693 -0.138 0.436 0.467 0.751
O -1.5334 4.2847 6.1853 0.018 -0.119 -0.100 -0.596
O -0.1143 4.9857 4.6125 0.291 0.155 -0.315 -0.698
C -1.0015 0.2198 2.8600 0.182 0.385 -0.023 -0.185
C -0.9549 -0.9111 2.0649 0.048 -0.223 -0.197 -0.280
C -0.1668 -0.9502 0.9242 0.139 0.218 -0.065 0.271
O -0.0675 -2.0041 0.0776 0.126 0.224 0.010 -0.488
C -0.9321 -3.1050 0.2533 -0.178 -0.478 -0.215 -0.093
C -0.9098 -3.9222 -1.0430 0.135 0.211 0.708 -0.074
O -1.6559 -3.2777 -2.0472 -0.043 0.234 -0.337 -0.512
C -1.0586 -2.2240 -2.7054 -0.065 0.237 -0.187 0.295
C 0.1835 -2.3262 -3.3198 -0.113 -0.234 0.110 -0.228
C 0.6814 -1.2606 -4.0457 -0.014 0.017 -0.031 -0.212
C -0.0427 -0.0860 -4.1585 0.059 0.118 -0.098 -0.245
C -1.2793 0.0166 -3.5453 0.035 0.048 -0.015 -0.192
C -1.7889 -1.0468 -2.8251 -0.028 -0.280 0.141 -0.258
H 3.6529 -0.1994 -1.8172 0.098 -0.083 0.000 0.213
H 3.7248 1.4756 -2.3908 0.079 0.077 -0.041 0.211
H 2.3988 0.4103 -2.8971 0.007 0.010 -0.085 0.221
H 2.9011 1.3758 -0.0423 -0.133 0.006 -0.052 0.171
H 1.6394 2.0028 -1.1409 0.042 -0.076 0.101 0.172
H 1.1317 2.1797 1.1400 0.082 0.069 -0.065 0.218
H 0.3516 3.3656 2.9439 0.032 0.084 0.008 0.217
H -1.6142 2.0530 4.8915 -0.046 -0.051 0.031 0.218
H -0.1402 5.7891 5.1540 -0.162 -0.248 0.074 0.499
H -1.6248 0.2139 3.7389 -0.085 -0.012 0.108 0.212
H -1.5374 -1.7722 2.3516 -0.039 -0.092 -0.021 0.220
H -0.5986 -3.7264 1.0960 -0.045 0.070 -0.037 0.180
H -1.9603 -2.7679 0.4336 0.095 -0.040 0.007 0.187
H 0.1298 -4.0855 -1.3427 -0.079 -0.066 -0.001 0.184
H -1.4001 -4.8844 -0.8764 0.116 0.079 0.021 0.198
H 0.7552 -3.2395 -3.2499 0.023 -0.092 0.012 0.207
H 1.6400 -1.3563 -4.5357 0.068 -0.005 -0.017 0.213
H 0.3520 0.7438 -4.7266 0.030 0.057 -0.047 0.212
H -1.8507 0.9298 -3.6271 -0.056 0.058 -0.010 0.214
H -2.7567 -0.9842 -2.3513 -0.093 -0.016 0.070 0.222
```
Forces are in eV/Å.



(3)
Molecular formula: C19H21BF7IrN8O4S5
Method: DFT, the ωB97M-V functional and the def2-TZVPD basis

## Properties
Maximum force = 4.48 eV Å⁻¹
LUMO energy (alpha / beta) = -1.3 / -1.3 eV
HOMO (alpha / beta) = -7.793 / -7.793 eV
Orbital gap (alpha / beta) = 6.499 / 6.500 eV

```
66
Properties=species:S:1:pos:R:3:forces:R:3:nbo_charge:R:1
Ir 0.1828 0.2786 0.3168 3.089 -3.206 0.502 1.010
C 0.8318 -1.6277 -3.3475 0.364 0.341 -0.225 -0.415
N -0.2128 -2.3096 -2.6419 -0.431 -0.537 0.464 -0.324
C -1.4148 -2.6705 -3.1653 -0.386 -0.277 -0.013 -0.067
C -2.1308 -3.2419 -2.1608 -0.140 0.060 -0.526 -0.022
N -1.3819 -3.2295 -1.0254 0.422 0.344 -0.330 -0.457
B -1.7636 -4.0906 0.2151 0.036 0.050 -0.060 0.187
N -1.3799 -3.4116 1.5529 -0.003 0.788 0.182 -0.459
C -0.9874 -4.0935 2.6603 0.184 -0.111 0.693 -0.034
C -0.7989 -3.2088 3.6781 0.139 -0.594 -0.060 -0.078
N -1.0726 -1.9715 3.1817 -0.254 -0.394 -0.722 -0.326
C -0.9384 -0.7075 3.8478 0.226 0.606 0.239 -0.420
C -1.4325 -2.1167 1.8840 -0.193 0.213 0.140 0.271
S -1.9796 -0.8037 0.9214 1.265 0.482 0.628 -0.152
C -0.2278 -2.6203 -1.3259 0.292 -0.247 -0.133 0.253
S 1.0491 -2.2293 -0.2592 -0.609 2.255 0.908 -0.033
H 0.9792 -2.0954 -4.3197 -0.012 -0.034 0.019 0.211
H 1.7467 -1.6862 -2.7605 -0.073 0.001 -0.084 0.246
H 0.5647 -0.5786 -3.4847 0.013 -0.067 -0.014 0.228
H -1.6716 -2.4826 -4.1867 -0.047 0.021 -0.199 0.228
H -3.1147 -3.6617 -2.1801 -0.169 -0.082 0.037 0.236
H -2.9411 -4.2551 0.1884 -0.372 -0.066 -0.110 -0.040
H -1.1464 -5.1067 0.1326 0.130 -0.359 0.145 -0.043
H -0.8769 -5.1575 2.6548 0.030 -0.193 -0.035 0.232
H -0.5075 -3.3672 4.6961 0.110 -0.011 0.139 0.225
H -0.9036 -0.8615 4.9255 -0.012 -0.083 -0.073 0.210
H -1.7844 -0.0698 3.5931 -0.014 -0.078 0.032 0.231
H -0.0216 -0.2129 3.5130 -0.027 -0.024 0.018 0.249
C 4.9256 0.1497 -0.6101 0.124 -0.516 -0.375 -0.406
N 4.2353 1.2522 -0.0011 -0.874 0.449 0.147 -0.342
C 4.6997 2.0672 0.9972 -0.045 0.571 0.475 -0.055
C 3.7029 2.9188 1.3320 0.585 -0.111 0.234 -0.048
N 2.6282 2.6253 0.5308 0.588 -0.564 -0.281 -0.386
C 2.9588 1.5900 -0.2785 0.172 0.276 -0.280 0.302
S 1.9941 0.9415 -1.4989 -0.937 -0.269 0.980 -0.186
C 1.3554 3.2421 0.6304 -0.445 0.407 -0.173 0.367
C 1.1452 4.4788 0.0437 0.094 -0.320 0.152 -0.244
C -0.0817 5.0885 0.2576 -0.147 -0.155 0.184 -0.134
C -1.0066 4.4608 1.0752 0.139 0.173 0.009 -0.218
C -0.7079 3.2066 1.5847 -0.006 0.430 0.138 0.097
N 0.4399 2.5871 1.3380 -0.023 -0.200 -0.196 -0.460
H 5.8743 -0.0036 -0.0997 -0.056 0.050 -0.017 0.217
H 5.0992 0.3448 -1.6707 0.039 0.001 0.118 0.220
H 4.3104 -0.7485 -0.5244 0.068 0.067 0.019 0.245
H 5.6934 1.9886 1.3872 0.143 -0.061 0.074 0.232
H 3.6618 3.6910 2.0728 0.004 0.085 0.112 0.239
H 1.9095 4.9331 -0.5683 0.081 -0.007 0.003 0.235
H -0.3011 6.0410 -0.2008 -0.039 0.065 -0.009 0.229
H -1.9539 4.9229 1.2960 -0.150 -0.005 -0.006 0.238
H -1.4096 2.6808 2.2130 -0.122 -0.144 -0.098 0.220
F 1.6881 0.0717 1.7976 -1.710 -0.054 -1.543 -0.668
F -1.1176 1.6675 -3.9843 0.026 -0.159 0.283 -0.319
C -1.8920 2.2308 -3.0424 0.107 0.203 -0.602 0.740
F -1.3580 3.4127 -2.7526 -0.054 -0.100 0.229 -0.304
F -3.0887 2.4171 -3.5917 0.008 -0.052 0.186 -0.305
S -1.9843 1.1061 -1.5296 -0.372 0.460 -1.765 2.265
O -1.3937 1.8834 -0.4713 0.224 0.295 0.171 -0.976
O -1.1853 -0.0279 -1.9036 0.046 -0.092 0.052 -0.941
N -3.4805 0.7331 -1.3702 0.006 -0.157 -0.086 -1.174
S -4.3984 1.9511 -0.9224 -0.782 0.311 1.070 2.247
O -5.6862 1.9052 -1.5175 -0.264 -0.396 -0.149 -0.899
O -3.6743 3.1852 -0.9255 -0.016 0.540 0.152 -0.952
C -4.7136 1.5680 0.9053 -0.028 -0.108 0.121 0.726
F -3.6470 1.8568 1.6618 0.169 0.149 -0.234 -0.327
F -5.0099 0.2872 1.1085 -0.076 -0.027 -0.326 -0.308
F -5.7280 2.2979 1.3710 -0.036 0.165 -0.331 -0.313
```
Forces are in eV/Å.



What is the formula in the second record?
C19H20O5



maximum force of number 2 (C19H20O5)?
0.84 eV Å⁻¹



The lowest maximum force belongs to which entry?
C19H20O5